No. 1
This record from OMol25 describes a single C9H14N2 molecule. The level of theory is ωB97M-V/def2-TZVPD.

Properties
charge	0
max |F|	0.07008	Eh/bohr
2S+1	1
LUMO (alpha / beta)	0.47 / 0.47	eV
energy above the lowest of the compared OMol25 structures with the same formula, charge and spin	100.4	kcal per mole
E	-12536.08008	eV

Each line ends with the natural charge from an NBO analysis.
Element x y z (Å)
C1 -2.039 -0.660 -0.894  0.336
C2 0.903 -0.740 -0.966  -0.253
C3 0.644 0.524 -0.437  0.023
C4 0.035 -1.881 -0.927  0.182
C5 -0.598 0.910 0.325  0.063
C6 1.876 1.433 -0.445  -0.641
C7 0.455 -3.313 -1.062  -0.652
C8 -0.607 0.104 1.682  -0.605
C9 -0.724 2.439 0.801  -0.615
N1 -1.238 -1.673 -0.656  -0.472
N2 -1.964 0.550 -0.352  -0.608
H1 1.977 -1.038 -1.146  0.203
H2 1.652 2.507 -0.566  0.215
H3 2.656 1.181 -1.282  0.234
H4 2.178 1.282 0.563  0.218
H5 1.192 -3.616 -0.376  0.213
H6 0.833 -3.677 -1.988  0.224
H7 -0.371 -4.001 -0.813  0.236
H8 0.320 0.280 2.395  0.209
H9 -0.789 -0.910 1.476  0.226
H10 -1.508 0.572 2.286  0.205
H11 -1.782 2.677 1.188  0.214
H12 -0.415 3.079 0.010  0.212
H13 -0.025 2.678 1.532  0.217
H14 -2.658 1.293 -0.348  0.416

No. 2
This record from OMol25 describes C9H14N2NiP as an isolated structure. The level of theory is ωB97M-V/def2-TZVPD.

Properties
charge	-1
max |F|	0.10082	Eh/bohr
2S+1	3
LUMO (alpha / beta)	2.46 / 2.39	eV
E	-62867.42234	eV

Each line ends with the natural charge from an NBO analysis.
Element x y z (Å)
C1 0.375 0.095 -3.006  -0.379
C2 -0.569 -0.704 -3.676  -0.351
C3 -0.263 -2.103 -3.422  -0.381
C4 0.958 -2.156 -2.675  -0.364
C5 1.329 -0.840 -2.359  -0.405
Ni1 1.067 1.419 -0.121  0.178
P1 -0.172 2.975 -0.596  -0.090
H1 0.413 1.174 -2.910  0.184
H2 -1.440 -0.332 -4.185  0.176
H3 -0.813 -2.934 -3.855  0.175
H4 2.299 -0.548 -1.919  0.192
H5 1.448 -3.064 -2.351  0.178
H6 -1.320 3.348 0.145  -0.068
H7 -0.686 3.508 -1.798  -0.011
H8 0.548 4.179 -0.268  -0.021
C6 -0.679 0.121 4.338  -0.400
N1 -0.266 -0.201 2.949  -0.327
C7 -0.283 -1.458 2.354  -0.133
C8 0.163 -1.309 1.043  -0.029
N2 0.512 0.059 0.890  -0.615
C9 0.162 0.707 2.087  0.158
H9 -1.633 -0.367 4.566  0.208
H10 0.074 -0.208 5.067  0.208
H11 -0.792 1.209 4.400  0.215
H12 -0.618 -2.326 2.870  0.211
H13 0.126 -2.015 0.227  0.266
H14 0.057 1.773 2.207  0.227

No. 3
This record from OMol25 describes C9H14N2O as an isolated structure. The level of theory is ωB97M-V/def2-TZVPD.

Properties
charge	+2
max |F|	0.08823	Eh/bohr
2S+1	1
LUMO	-9.63	eV
energy above the lowest of the compared OMol25 structures with the same formula, charge and spin	189.0	kcal per mole
E	-14559.17972	eV

Each line ends with the natural charge from an NBO analysis.
Element x y z (Å)
C1 0.395 -0.018 0.642  0.055
C2 -1.105 0.701 0.378  0.069
C3 2.151 0.565 -0.736  -0.144
C4 1.084 -0.462 -0.616  0.356
C5 0.139 1.194 -0.062  0.383
C6 -1.131 -1.075 2.452  -0.395
C7 -0.434 1.267 2.599  -0.455
C8 -0.910 -1.302 -1.495  -0.488
C9 0.530 -0.017 -2.979  -0.399
N1 -0.576 0.116 1.744  -0.185
N2 0.314 -0.590 -1.618  -0.174
O1 1.125 1.713 -0.733  -0.379
H1 2.831 0.818 0.101  0.286
H2 2.771 0.803 -1.668  0.300
H3 -0.367 -1.559 2.968  0.261
H4 -2.035 -0.776 2.929  0.275
H5 -1.508 -1.711 1.648  0.234
H6 -0.286 0.732 3.570  0.254
H7 0.540 1.932 2.643  0.288
H8 -1.314 1.899 2.397  0.268
H9 -0.921 -2.029 -0.706  0.244
H10 -1.773 -0.622 -1.272  0.298
H11 -1.209 -1.843 -2.415  0.290
H12 0.330 0.974 -2.841  0.240
H13 1.558 -0.263 -3.378  0.271
H14 -0.198 -0.447 -3.550  0.247

No. 4
This record from OMol25 describes a 2-piece molecular cluster, C9H14N2O2 overall. The level of theory is ωB97M-V/def2-TZVPD.

Properties
charge	0
structure (SMILES)	O=c1cc[nH]c(=O)[nH]1.C1CCCC1
max |F|	0.07961	Eh/bohr
2S+1	1
LUMO	0.42	eV
energy above the lowest of the compared OMol25 structures with the same formula, charge and spin	41.3	kcal per mole
E	-16634.28881	eV

Each line ends with the natural charge from an NBO analysis.
Element x y z (Å)
O1 0.567 0.537 -0.984  -0.595
C1 -0.456 0.953 -0.467  0.649
C2 -1.482 0.122 0.190  -0.406
C3 -2.569 0.689 0.705  0.079
N1 -2.764 2.046 0.621  -0.604
C4 -1.822 2.940 0.100  0.785
O2 -2.004 4.139 0.097  -0.599
N2 -0.707 2.311 -0.421  -0.631
H1 -1.299 -0.943 0.238  0.254
H2 -3.394 0.164 1.203  0.224
H3 -3.563 2.434 1.074  0.423
H4 -0.037 2.932 -0.864  0.436
C5 2.481 -1.510 -0.628  -0.460
C6 3.004 -3.045 -0.765  -0.419
C7 2.181 -3.823 0.302  -0.422
C8 0.984 -2.887 0.635  -0.406
C9 1.626 -1.402 0.576  -0.402
H5 3.161 -0.505 -0.610  0.217
H6 1.678 -1.150 -1.365  0.242
H7 4.103 -3.293 -0.594  0.210
H8 2.977 -3.328 -1.842  0.213
H9 2.732 -3.851 1.333  0.204
H10 1.972 -4.762 -0.199  0.221
H11 0.467 -3.155 1.558  0.206
H12 0.144 -2.888 -0.224  0.176
H13 2.351 -1.235 1.487  0.177
H14 0.811 -0.542 0.605  0.231

No. 5
This record from OMol25 describes a single C9H14N2OS molecule. The level of theory is ωB97M-V/def2-TZVPD.

Properties
charge	0
max |F|	0.06778	Eh/bohr
2S+1	1
LUMO	0.64	eV
energy above the lowest of the compared OMol25 structures with the same formula, charge and spin	126.0	kcal per mole
E	-25418.88548	eV

Each line ends with the natural charge from an NBO analysis.
Element x y z (Å)
C1 1.069 -2.916 1.737  -0.209
C2 0.522 -1.837 2.386  -0.247
C3 1.268 -2.897 0.386  -0.033
C4 0.270 -0.657 1.618  -0.052
C5 0.588 -0.676 0.240  0.416
C6 -0.315 0.483 2.368  -0.651
C7 0.379 2.465 -1.882  -0.649
C8 -2.520 0.996 -1.827  -0.766
C9 -0.056 1.696 -0.617  -0.008
N1 1.093 -1.824 -0.330  -0.070
N2 1.501 -1.896 -1.557  -0.618
O1 0.455 0.376 -0.716  -0.552
S1 -1.877 1.833 -0.373  0.183
H1 1.068 -3.849 2.184  0.217
H2 0.634 -1.728 3.410  0.210
H3 1.781 -3.722 -0.116  0.232
H4 0.538 0.986 2.699  0.219
H5 -0.861 0.212 3.353  0.232
H6 -0.970 1.234 1.746  0.236
H7 1.410 2.612 -2.168  0.232
H8 0.166 3.539 -1.867  0.233
H9 -0.071 1.968 -2.773  0.212
H10 -2.269 -0.141 -1.820  0.236
H11 -2.058 1.507 -2.697  0.224
H12 -3.643 1.151 -1.658  0.245
H13 0.439 2.087 0.237  0.199
H14 1.457 -1.001 -1.963  0.326

No. 6
This record from OMol25 describes a single C9H14N2OS molecule. The level of theory is ωB97M-V/def2-TZVPD.

Properties
charge	0
max |F|	0.14590	Eh/bohr
2S+1	3
LUMO (alpha / beta)	0.78 / -3.44	eV
energy above the lowest of the compared OMol25 structures with the same formula, charge and spin	78.8	kcal per mole
E	-25414.90493	eV

Each line ends with the natural charge from an NBO analysis.
Element x y z (Å)
C1 1.335 -0.618 -0.879  -0.309
C2 0.302 -0.019 -0.146  0.167
C3 0.766 -1.899 -1.195  0.141
C4 -1.896 -0.655 0.643  -0.246
C5 -1.378 -0.369 2.044  -0.632
C6 0.249 1.409 0.415  -0.192
C7 1.350 -3.106 -1.983  -0.641
C8 -0.590 2.180 -0.569  -0.620
C9 1.625 2.059 0.639  -0.633
N1 -0.425 -2.074 -0.667  -0.199
N2 -0.706 -0.934 -0.084  -0.261
O1 -1.901 2.234 1.885  -0.873
S1 -0.747 1.343 2.147  1.126
H1 2.137 -0.053 -1.211  0.219
H2 -2.691 -1.485 0.758  0.247
H3 -2.298 0.292 0.186  0.220
H4 -2.296 -0.370 2.781  0.243
H5 -0.574 -1.143 2.193  0.249
H6 2.424 -2.969 -1.971  0.219
H7 0.946 -4.076 -1.609  0.235
H8 1.085 -3.105 -3.052  0.221
H9 -1.490 2.642 -0.056  0.248
H10 -0.931 1.423 -1.351  0.205
H11 0.016 2.813 -0.974  0.200
H12 1.383 3.092 0.800  0.223
H13 2.177 1.820 -0.331  0.220
H14 2.128 1.568 1.586  0.224

No. 7
This record from OMol25 describes an isolated ion of composition C9H14N3 and charge +1. The level of theory is ωB97M-V/def2-TZVPD.

Properties
charge	+1
max |F|	0.09184	Eh/bohr
2S+1	1
LUMO (alpha / beta)	-3.73 / -4.47	eV
energy above the lowest of the compared OMol25 structures with the same formula, charge and spin	172.9	kcal per mole
E	-14016.48561	eV

Each line ends with the natural charge from an NBO analysis.
Element x y z (Å)
C1 0.080 1.524 -0.205  -0.128
C2 -0.477 -1.545 0.408  -0.148
C3 -2.255 1.156 -0.996  -0.007
C4 -0.948 0.720 -0.450  -0.102
C5 -1.289 -0.565 0.123  0.028
C6 1.180 1.287 0.835  -0.553
C7 1.759 -0.052 0.979  -0.007
C8 -3.404 -1.580 0.785  -0.406
C9 2.672 0.287 -1.309  -0.462
N1 -3.164 0.362 -0.626  -0.155
N2 -2.652 -0.697 -0.023  -0.233
N3 2.729 -0.447 -0.117  -0.532
H1 0.232 2.437 -0.837  0.233
H2 0.084 -2.359 0.869  0.245
H3 -2.393 2.148 -1.458  0.228
H4 2.010 2.109 0.652  0.238
H5 0.752 1.423 1.813  0.275
H6 2.126 -0.441 1.892  0.210
H7 -3.907 -0.982 1.525  0.215
H8 -4.298 -2.089 0.165  0.230
H9 -2.693 -2.295 1.210  0.220
H10 3.363 -0.144 -2.057  0.247
H11 1.642 0.330 -1.686  0.254
H12 2.808 1.389 -1.252  0.240
H13 3.665 -0.654 0.188  0.431
H14 2.376 -1.319 -0.432  0.440

No. 8
This record from OMol25 describes an isolated ion of composition C9H14N3S2 and charge +1. The level of theory is ωB97M-V/def2-TZVPD.

Properties
charge	+1
structure (SMILES)	NC1=N[N@H+]2C(=CSC23CCCCC3)S1
max |F|	0.09403	Eh/bohr
2S+1	1
LUMO	-2.95	eV
energy above the lowest of the compared OMol25 structures with the same formula, charge and spin	16.1	kcal per mole
E	-35691.89395	eV

Each line ends with the natural charge from an NBO analysis.
Element x y z (Å)
N1 0.596 -1.599 4.053  -0.792
C1 -0.011 -1.221 2.927  0.376
N2 0.422 -1.418 1.754  -0.355
N3 -0.523 -1.136 0.809  -0.267
C2 -1.798 -0.494 1.370  -0.084
C3 -2.659 -0.084 0.458  -0.378
S1 -2.035 -0.215 -1.185  0.284
C4 -0.190 -0.226 -0.416  0.240
C5 0.292 1.073 0.032  -0.547
C6 0.211 2.028 -1.105  -0.396
C7 1.141 1.488 -2.307  -0.406
C8 0.738 0.004 -2.646  -0.389
C9 0.756 -0.890 -1.421  -0.499
S2 -1.726 -0.503 3.145  0.318
H1 1.136 -2.424 3.999  0.435
H2 0.487 -0.947 4.799  0.426
H3 -0.920 -1.997 0.535  0.430
H4 -3.683 0.316 0.680  0.289
H5 1.313 1.028 0.363  0.250
H6 -0.301 1.516 0.810  0.241
H7 0.566 3.061 -0.671  0.233
H8 -0.750 2.340 -1.437  0.231
H9 1.164 1.917 -3.333  0.239
H10 2.155 1.418 -2.032  0.200
H11 -0.354 0.049 -3.133  0.206
H12 1.558 -0.266 -3.366  0.244
H13 0.581 -1.908 -1.602  0.236
H14 1.833 -0.908 -1.078  0.239

> What is the formula in the second record?

C9H14N2NiP

> Among the records above, which one has the lowest charge?

C9H14N2NiP

Copy entry 1 word for word.
This record from OMol25 describes a single C9H14N2 molecule. The level of theory is ωB97M-V/def2-TZVPD.

Properties
charge	0
max |F|	0.07008	Eh/bohr
2S+1	1
LUMO (alpha / beta)	0.47 / 0.47	eV
energy above the lowest of the compared OMol25 structures with the same formula, charge and spin	100.4	kcal per mole
E	-12536.08008	eV

Each line ends with the natural charge from an NBO analysis.
Element x y z (Å)
C1 -2.039 -0.660 -0.894  0.336
C2 0.903 -0.740 -0.966  -0.253
C3 0.644 0.524 -0.437  0.023
C4 0.035 -1.881 -0.927  0.182
C5 -0.598 0.910 0.325  0.063
C6 1.876 1.433 -0.445  -0.641
C7 0.455 -3.313 -1.062  -0.652
C8 -0.607 0.104 1.682  -0.605
C9 -0.724 2.439 0.801  -0.615
N1 -1.238 -1.673 -0.656  -0.472
N2 -1.964 0.550 -0.352  -0.608
H1 1.977 -1.038 -1.146  0.203
H2 1.652 2.507 -0.566  0.215
H3 2.656 1.181 -1.282  0.234
H4 2.178 1.282 0.563  0.218
H5 1.192 -3.616 -0.376  0.213
H6 0.833 -3.677 -1.988  0.224
H7 -0.371 -4.001 -0.813  0.236
H8 0.320 0.280 2.395  0.209
H9 -0.789 -0.910 1.476  0.226
H10 -1.508 0.572 2.286  0.205
H11 -1.782 2.677 1.188  0.214
H12 -0.415 3.079 0.010  0.212
H13 -0.025 2.678 1.532  0.217
H14 -2.658 1.293 -0.348  0.416